# 1
{"formula": "C28H40B4Ca2F16O24", "method": "ωB97M-V/def2-TZVPD", "symbols": ["Ca", "Ca", "B", "F", "F", "F", "F", "B", "F", "F", "F", "F", "B", "F", "F", "F", "F", "B", "F", "F", "F", "F", "C", "C", "O", "C", "O", "O", "H", "H", "H", "H", "C", "C", "O", "C", "O", "O", "H", "H", "H", "H", "C", "C", "O", "C", "O", "O", "H", "H", "H", "H", "C", "C", "O", "C", "O", "O", "H", "H", "H", "H", "C", "C", "C", "O", "C", "O", "O", "H", "H", "H", "H", "H", "H", "C", "C", "C", "O", "C", "O", "O", "H", "H", "H", "H", "H", "H", "C", "C", "C", "O", "C", "O", "O", "H", "H", "H", "H", "H", "H", "C", "C", "C", "O", "C", "O", "O", "H", "H", "H", "H", "H", "H"], "xyz": [[11.3676, 17.1531, -16.9912], [6.9442, 15.7259, -15.0472], [9.1071, 19.8217, -17.7579], [7.8351, 20.1615, -17.1903], [10.1426, 20.6270, -17.2714], [9.3880, 18.4810, -17.3223], [8.9768, 19.8860, -19.1254], [9.8485, 16.6487, -14.5916], [9.3831, 16.1198, -15.7512], [8.7092, 16.7714, -13.7748], [10.7803, 15.7985, -13.9954], [10.4211, 17.9078, -14.7629], [9.8373, 15.5140, -19.6506], [9.9968, 16.5597, -20.5524], [9.9085, 16.1005, -18.3377], [8.6114, 14.8697, -19.8545], [10.8587, 14.5647, -19.8082], [6.1197, 16.6542, -17.6220], [5.6109, 17.8905, -17.9820], [7.4506, 16.6860, -17.0844], [5.4253, 15.9839, -16.6131], [6.1470, 15.9233, -18.7973], [13.0796, 17.1092, -12.2061], [12.9245, 18.6329, -12.3257], [14.2903, 19.0698, -12.3921], [15.1364, 18.0594, -12.2049], [16.3143, 18.1220, -12.1053], [14.4593, 16.8591, -12.2211], [12.6927, 16.6185, -13.1073], [12.5071, 16.6191, -11.4159], [12.4134, 19.0464, -11.4634], [12.4393, 18.8660, -13.2715], [12.4799, 13.7823, -10.3492], [11.6138, 13.9473, -11.6269], [12.2798, 13.1800, -12.5986], [13.4099, 12.5991, -12.0941], [14.0557, 11.8547, -12.7583], [13.4986, 12.8759, -10.8039], [12.0305, 13.3286, -9.4674], [12.9543, 14.6949, -9.9877], [11.5210, 14.9893, -11.9002], [10.6485, 13.5014, -11.3801], [12.0948, 11.5485, -15.8703], [10.7030, 11.9001, -15.3969], [10.3641, 12.9920, -16.2401], [11.5175, 13.6386, -16.5495], [11.5871, 14.8073, -16.7851], [12.5635, 12.8615, -16.3128], [12.2811, 10.8767, -16.7055], [12.7862, 11.2631, -15.0768], [10.7152, 12.2976, -14.3804], [10.0173, 11.0769, -15.5859], [9.4997, 20.4906, -12.8813], [9.7247, 21.7548, -13.7076], [10.7172, 22.3917, -12.9046], [11.1985, 21.6010, -11.9363], [12.0727, 21.9188, -11.1976], [10.4316, 20.4825, -11.8078], [9.8618, 19.7005, -13.5396], [8.4787, 20.2464, -12.6033], [8.9080, 22.4642, -13.8426], [10.0352, 21.4783, -14.7163], [8.5893, 14.9703, -9.3888], [8.9525, 16.1512, -10.2241], [8.1088, 17.4322, -10.0158], [9.0446, 18.4534, -9.8745], [10.3076, 17.9533, -9.7124], [11.2447, 18.5724, -9.3596], [10.2666, 16.6166, -9.8616], [8.4442, 15.1403, -8.3202], [9.2220, 14.1218, -9.6479], [7.5895, 14.5680, -9.5998], [9.1179, 15.9022, -11.2771], [7.3320, 17.2863, -9.2631], [7.5373, 17.5244, -10.9466], [13.8645, 22.8953, -14.4695], [12.9652, 22.4301, -15.5992], [13.5110, 22.2634, -17.0201], [13.2365, 20.9115, -17.2756], [12.7325, 20.2657, -16.2430], [12.4713, 19.1019, -16.1863], [12.5519, 21.1161, -15.1972], [13.3316, 22.9753, -13.5232], [14.2348, 23.9257, -14.5674], [14.8067, 22.3502, -14.3882], [12.1597, 23.1643, -15.7032], [14.5777, 22.5177, -17.0111], [13.0618, 22.8556, -17.8159], [5.7822, 22.2244, -15.1979], [5.7121, 21.2641, -14.0216], [4.2881, 20.6872, -13.7651], [4.4364, 19.3133, -14.0819], [5.7189, 18.9954, -14.2564], [6.1016, 17.9051, -14.5663], [6.4595, 20.0889, -14.3333], [6.7874, 22.5207, -15.4813], [5.3302, 23.1106, -14.7268], [5.1625, 21.9491, -16.0457], [6.0775, 21.7299, -13.1059], [3.5243, 21.0660, -14.4437], [3.9654, 20.9186, -12.7499], [7.5976, 11.2553, -10.0428], [8.1915, 11.5120, -11.4269], [7.3780, 10.9575, -12.5722], [7.6749, 11.8744, -13.6253], [7.9123, 13.0572, -13.0458], [7.9018, 14.1023, -13.6326], [8.0729, 12.9137, -11.7160], [8.2519, 11.7178, -9.3040], [7.4694, 10.1951, -9.8392], [6.6442, 11.7792, -9.9688], [9.2338, 11.1852, -11.4529], [6.3061, 10.8768, -12.3785], [7.6611, 9.9249, -12.7820]], "lowdin_charge": [1.716, 1.718, -1.208, 0.081, 0.123, 0.013, 0.161, -1.393, 0.110, 0.064, 0.153, 0.117, -1.231, 0.128, -0.038, 0.122, 0.100, -1.262, 0.165, 0.020, 0.013, 0.158, -0.131, -0.067, 0.087, -0.561, 0.171, 0.063, 0.113, 0.099, 0.103, 0.115, -0.065, -0.124, 0.043, -0.560, 0.170, 0.083, 0.127, 0.129, 0.082, 0.105, -0.055, -0.109, 0.080, -0.526, 0.035, 0.098, 0.139, 0.123, 0.119, 0.139, -0.100, -0.082, 0.059, -0.573, 0.172, 0.045, 0.112, 0.120, 0.125, 0.117, -0.026, -0.291, -0.102, 0.078, -0.546, 0.196, 0.064, 0.102, 0.061, 0.087, 0.139, 0.134, 0.127, -0.012, -0.290, -0.065, 0.111, -0.537, 0.024, 0.084, 0.076, 0.092, 0.096, 0.156, 0.139, 0.144, -0.005, -0.288, -0.067, 0.103, -0.532, 0.052, 0.105, 0.084, 0.094, 0.101, 0.147, 0.138, 0.131, -0.003, -0.303, -0.077, 0.103, -0.519, 0.043, 0.069, 0.083, 0.097, 0.095, 0.162, 0.147, 0.149], "total_energy_ha": -5950.47127}



# 2
{"formula": "C7H18P2", "method": "ωB97M-V/def2-TZVPD", "symbols": ["C", "C", "C", "C", "C", "C", "C", "P", "P", "H", "H", "H", "H", "H", "H", "H", "H", "H", "H", "H", "H", "H", "H", "H", "H", "H", "H"], "xyz": [[1.8773, -1.9839, 1.0724], [-1.4558, 1.3945, 0.7333], [-1.3747, 0.8336, -1.5714], [-1.6558, -0.9766, 0.0681], [1.2659, -0.5601, 1.0616], [-0.8978, 0.3821, -0.2412], [0.6084, 0.1267, -0.2126], [1.6713, 2.0550, -0.3644], [1.4122, -0.4381, -1.7337], [3.0116, -1.8919, 0.8653], [1.3242, -2.6419, 0.4017], [1.7726, -2.3503, 2.2028], [-1.0543, 1.2236, 1.7475], [-2.5376, 1.3021, 0.8845], [-1.2276, 2.5114, 0.4895], [-1.3644, 0.0430, -2.4036], [-0.9250, 1.8815, -1.8941], [-2.5307, 1.0545, -1.3212], [-2.7148, -0.9689, 0.2859], [-1.1421, -1.4785, 1.0528], [-1.4655, -1.7210, -0.7447], [0.4468, -0.6475, 1.8761], [2.1062, 0.0163, 1.3532], [0.9934, 2.7409, 0.5788], [0.7391, 2.7113, -1.2215], [2.4079, -1.0284, -1.1510], [0.7094, -1.5895, -1.8139]], "nbo_charge": [-0.620, -0.612, -0.620, -0.605, -0.469, -0.172, -0.323, 0.227, 0.358, 0.211, 0.214, 0.218, 0.212, 0.217, 0.215, 0.223, 0.226, 0.214, 0.223, 0.200, 0.211, 0.209, 0.210, -0.041, -0.025, -0.044, -0.057], "e_above_lowest_kj_mol": 0.0, "total_energy_ha": -960.06864}



# 3
{"formula": "C41H43AsN5O5RhS2", "method": "ωB97M-V/def2-TZVPD", "symbols": ["Rh", "N", "C", "C", "C", "C", "C", "C", "S", "O", "O", "N", "C", "N", "C", "C", "C", "N", "H", "H", "H", "H", "H", "H", "H", "H", "H", "C", "C", "C", "C", "C", "C", "C", "S", "O", "O", "O", "H", "H", "H", "H", "H", "H", "H", "C", "C", "C", "C", "C", "C", "As", "N", "C", "C", "C", "C", "C", "C", "C", "C", "C", "C", "C", "C", "C", "C", "C", "C", "C", "C", "H", "H", "H", "H", "H", "H", "H", "H", "H", "H", "H", "H", "H", "H", "H", "H", "H", "H", "H", "H", "H", "H", "H", "H", "H", "H", "H"], "xyz": [[-0.8543, -2.1301, 0.7836], [4.9741, 0.7586, -2.6786], [4.3092, -0.2957, -2.0738], [4.6631, -0.7159, -0.7871], [3.9836, -1.7526, -0.1785], [2.9220, -2.3672, -0.8279], [2.5652, -1.9578, -2.1034], [3.2517, -0.9287, -2.7236], [2.1399, -3.7799, -0.0972], [1.3063, -4.3445, -1.1248], [3.1681, -4.5791, 0.5049], [1.1871, -3.0469, 1.0086], [0.9444, -3.5251, 2.2531], [1.6706, -4.4370, 2.8971], [1.2523, -4.7786, 4.0977], [0.1223, -4.2435, 4.7116], [-0.5631, -3.2941, 3.9815], [-0.1532, -2.9239, 2.7795], [5.8857, 0.9754, -2.3088], [4.9382, 0.7846, -3.6854], [5.4917, -0.2419, -0.2817], [4.2862, -2.1100, 0.7946], [1.7742, -2.4823, -2.6166], [2.9813, -0.6222, -3.7255], [1.8502, -5.5261, 4.6049], [-0.2031, -4.5536, 5.6922], [-1.4538, -2.8085, 4.3596], [-1.7288, -0.5975, -5.3987], [-1.9962, -1.4310, -4.1816], [-0.9475, -1.8331, -3.3602], [-1.1791, -2.6059, -2.2311], [-2.4814, -2.9619, -1.9083], [-3.5401, -2.5826, -2.7187], [-3.2892, -1.8264, -3.8513], [-2.8274, -3.7186, -0.3412], [-3.8955, -4.6573, -0.4972], [-1.5379, -4.2461, 0.1476], [-3.1505, -2.5361, 0.5114], [-0.9390, -1.0388, -6.0061], [-1.4062, 0.4007, -5.1120], [-2.6197, -0.5032, -6.0163], [0.0666, -1.5469, -3.6130], [-0.3435, -2.9981, -1.6437], [-4.5432, -2.8812, -2.4581], [-4.1113, -1.5387, -4.4923], [-1.8000, 3.4481, -4.7154], [-1.4029, 2.6767, -3.4911], [-2.3509, 2.0495, -2.6981], [-2.0174, 1.3430, -1.5464], [-3.1422, 0.7305, -0.7653], [-0.6676, 1.2802, -1.1752], [0.0531, 0.3571, 0.3984], [-1.3460, -0.1719, 1.4869], [-2.1268, 0.2779, 2.4665], [-2.1326, 1.6233, 2.9114], [-2.9688, 2.0123, 3.9314], [-3.8294, 1.0929, 4.5273], [-3.8557, -0.2285, 4.0890], [-3.0212, -0.6409, 3.0760], [0.9504, 1.7496, 1.4712], [1.9195, 1.2510, 2.3510], [2.1628, -0.2216, 2.5178], [2.6586, 2.1358, 3.1257], [2.4638, 3.5043, 3.0558], [3.2792, 4.4517, 3.8835], [1.4797, 3.9753, 2.1998], [0.7065, 3.1278, 1.4120], [-0.3481, 3.7940, 0.5651], [0.3163, 1.8529, -1.9941], [1.7970, 1.7626, -1.7289], [-0.0718, 2.5551, -3.1289], [-2.8498, 3.2958, -4.9527], [-1.2081, 3.1472, -5.5781], [-1.6403, 4.5158, -4.5673], [-3.3937, 2.1007, -2.9832], [-4.0485, 0.7369, -1.3678], [-3.3464, 1.2994, 0.1451], [-2.9520, -0.3046, -0.4753], [-1.4623, 2.3284, 2.4514], [-2.9597, 3.0387, 4.2711], [-4.4850, 1.4092, 5.3260], [-4.5427, -0.9306, 4.5372], [-3.0552, -1.6505, 2.6862], [2.2979, -0.7315, 1.5620], [1.3181, -0.7055, 3.0166], [3.0492, -0.3914, 3.1246], [3.4029, 1.7383, 3.8006], [3.9079, 3.9155, 4.5900], [2.6379, 5.1299, 4.4433], [3.9248, 5.0599, 3.2516], [1.2909, 5.0395, 2.1459], [-0.8003, 4.6101, 1.1294], [-1.1439, 3.1221, 0.2406], [0.0958, 4.2273, -0.3331], [2.0795, 1.0833, -0.9199], [2.2028, 2.7444, -1.4811], [2.3111, 1.4095, -2.6256], [0.6932, 3.0027, -3.7485]], "lowdin_spin": [2.351, 0.000, 0.000, 0.000, 0.000, 0.001, 0.001, 0.000, 0.009, 0.002, 0.013, 0.091, 0.006, 0.005, -0.002, 0.006, 0.010, 0.086, 0.000, 0.000, 0.000, 0.000, 0.000, 0.000, 0.000, 0.001, 0.002, 0.000, 0.000, 0.006, 0.011, 0.009, -0.001, 0.007, 0.006, 0.015, 0.076, 0.084, 0.000, 0.000, 0.000, 0.000, 0.003, 0.000, 0.000, 0.000, 0.002, 0.002, 0.006, 0.006, 0.042, 0.110, 0.507, 0.049, 0.126, -0.005, 0.160, -0.010, 0.128, 0.041, 0.001, 0.002, 0.001, -0.001, 0.000, 0.003, 0.006, 0.001, 0.005, 0.004, 0.001, 0.000, 0.000, 0.000, 0.000, 0.001, 0.001, 0.002, 0.006, -0.003, 0.009, -0.004, 0.004, 0.001, -0.001, 0.000, 0.000, 0.000, 0.000, 0.000, 0.000, 0.000, 0.000, 0.000, 0.003, 0.000, 0.000, 0.000], "e_above_lowest_kj_mol": 27.7, "total_energy_ha": -5380.79211, "multiplicity": 5}